Entry 1:
Formula: C4H9NO2
Source: the OMol25 dataset
Level of theory: ωB97M-V with the def2-TZVPD basis set

Output
SMILES string: C[C@@H](CO)NC=O

Each atom is followed by the atoms it is bonded to, with distances in Å.
Atoms and positions in Å:
1 C 1.002 -1.472 0.549  C2 1.529, H8 1.097, H9 1.094, H10 1.097
2 C -0.103 -0.426 0.395  C1 1.529, C3 1.539, N5 1.471, H11 1.100
3 C 0.372 0.943 0.912  C2 1.539, O4 1.397, H12 1.097, H13 1.103
4 O -0.655 1.831 1.243  C3 1.397, H14 0.976
5 N -0.483 -0.408 -1.027  C2 1.471, C6 1.351, H15 1.011
6 C -1.045 0.595 -1.736  N5 1.351, O7 1.221, H16 1.106
7 O -1.265 1.736 -1.362  C6 1.221
8 H 0.709 -2.438 0.120  C1 1.097
9 H 1.228 -1.641 1.606  C1 1.094
10 H 1.917 -1.143 0.042  C1 1.097
11 H -0.982 -0.716 0.989  C2 1.100
12 H 0.937 0.756 1.833  C3 1.097
13 H 1.075 1.369 0.175  C3 1.103
14 H -1.060 2.089 0.393  O4 0.976
15 H -0.438 -1.300 -1.499  N5 1.011
16 H -1.295 0.273 -2.764  C6 1.106


Entry 2:
Formula: C4H9NO2
Source: the OMol25 dataset
Level of theory: ωB97M-V with the def2-TZVPD basis set

Output
SMILES string: [H]/N=C/O.C/C=C/O

Each atom is followed by the atoms it is bonded to, with distances in Å.
Atoms and positions in Å:
1 H -1.614 -2.702 -0.208  N2 1.016
2 N -1.079 -1.870 -0.436  H1 1.016, C3 1.266
3 C -1.751 -1.100 -1.184  N2 1.266, O4 1.337, H5 1.092
4 O -1.281 0.077 -1.609  C3 1.337, H6 0.980
5 H -2.758 -1.268 -1.572  C3 1.092
6 H -0.452 0.220 -1.107  O4 0.980
7 C 1.890 -0.428 0.681  C8 1.498, H11 1.094, H12 1.097, H13 1.096
8 C 0.661 0.377 0.976  C7 1.498, C9 1.331, H14 1.089
9 C 0.376 1.555 0.426  C8 1.331, O10 1.370, H15 1.094
10 O -0.739 2.261 0.792  C9 1.370, H16 0.964
11 H 1.597 -1.460 0.464  C7 1.094
12 H 2.578 -0.444 1.535  C7 1.097
13 H 2.436 -0.039 -0.186  C7 1.096
14 H -0.056 -0.030 1.686  C8 1.089
15 H 1.036 2.039 -0.300  C9 1.094
16 H -1.079 2.722 0.016  O10 0.964


Entry 3:
Formula: C4H9NO2
Source: the OMol25 dataset
Level of theory: ωB97M-V with the def2-TZVPD basis set

Output
SMILES string: C/N=C/CO.C=O

Each atom is followed by the atoms it is bonded to, with distances in Å.
Atoms and positions in Å:
1 C 2.100 -0.192 -1.165  N2 1.442, H6 1.098, H7 1.094, H8 1.097
2 N 0.725 -0.157 -0.727  C1 1.442, C3 1.263
3 C 0.355 -0.132 0.479  N2 1.263, C4 1.575, H9 1.096
4 C -1.029 -0.836 0.745  C3 1.575, O5 1.391, H10 1.097, H11 1.110
5 O -1.476 -1.357 -0.465  C4 1.391, H12 0.986
6 H 2.280 -1.243 -1.426  C1 1.098
7 H 2.252 0.388 -2.080  C1 1.094
8 H 2.840 0.108 -0.412  C1 1.097
9 H 0.989 0.075 1.350  C3 1.096
10 H -0.742 -1.585 1.493  C4 1.097
11 H -1.911 -0.351 1.214  C4 1.110
12 H -0.729 -1.131 -1.068  O5 0.986
13 C -1.420 1.604 0.506  O14 1.210, H15 1.100, H16 1.109
14 O -0.353 1.992 0.925  C13 1.210
15 H -2.335 1.718 1.105  C13 1.100
16 H -1.545 1.100 -0.473  C13 1.109


Entry 4:
Formula: C4H9NO2
Source: the OMol25 dataset
Level of theory: ωB97M-V with the def2-TZVPD basis set

Output
SMILES string: [H]/N=C/OCCOC

Each atom is followed by the atoms it is bonded to, with distances in Å.
Atoms and positions in Å:
1 H -2.755 -0.088 -2.246  N2 1.015
2 N -1.927 0.312 -1.817  H1 1.015, C3 1.263
3 C -0.891 -0.283 -2.225  N2 1.263, O4 1.343, H9 1.095
4 O 0.358 0.010 -1.827  C3 1.343, C5 1.433
5 C 0.518 0.983 -0.787  O4 1.433, C6 1.516, H10 1.094, H11 1.093
6 C 0.959 0.318 0.502  C5 1.516, O7 1.403, H12 1.103, H13 1.105
7 O -0.162 -0.235 1.139  C6 1.403, C8 1.403
8 C 0.134 -0.816 2.381  O7 1.403, H14 1.101, H15 1.102, H16 1.093
9 H -0.849 -1.097 -2.956  C3 1.095
10 H 1.290 1.676 -1.133  C5 1.094
11 H -0.421 1.520 -0.630  C5 1.093
12 H 1.715 -0.455 0.285  C6 1.103
13 H 1.438 1.076 1.147  C6 1.105
14 H 0.767 -1.711 2.279  C8 1.101
15 H 0.644 -0.107 3.053  C8 1.102
16 H -0.818 -1.104 2.834  C8 1.093


Looking at Kohn-Sham gap for the records above, in order, we have 10.630, 9.792, 10.604, 10.989 eV.
Looking at energy relative to the best compared isomer or geometry (same formula, charge and spin) for the records above, in order, we have 0.8096, 2.0500, 3.9387, 2.1680 eV.